No. 1
DFT (ωB97M-V with the def2-TZVPD basis set) results for 2 unconnected molecules or ions with the total composition C7H15NO in a non-equilibrium geometry.

LUMO = 0.8 eV
net charge = 0
gap between HOMO and LUMO = 8.595 eV
relative energy (zero: lowest compared OMol25 entry of this formula, charge and spin) = 2.585 eV

Geometry (Å):
C  0.38084  0.44473  -0.58081
C  0.42022  -0.53853  0.40561
C  0.03917  0.04876  -1.98581
C  0.93939  1.82746  -0.42825
C  0.60301  -1.98462  -0.00791
C  1.03289  -0.23499  1.75586
N  -1.86397  1.00498  0.29553
C  -1.80160  -0.41229  0.63316
O  -2.38070  -1.20072  -0.11139
H  -1.86306  1.67209  1.05488
H  -2.40736  1.19681  -0.53630
H  -1.77776  -0.56386  1.73022
H  -0.86875  -0.55472  -2.01372
H  0.37170  2.53610  -1.03076
H  -0.08613  0.91706  -2.62996
H  0.84161  -0.56885  -2.39695
H  1.97172  1.83488  -0.79266
H  0.94398  2.17461  0.60110
H  1.55790  -2.14987  -0.51316
H  0.56541  -2.62881  0.86974
H  -0.19098  -2.30172  -0.68083
H  0.58806  -0.88170  2.51433
H  2.10850  -0.42706  1.75990
H  0.87593  0.79024  2.08821

No. 2
DFT (ωB97M-V with the def2-TZVPD basis set) results for 3 unconnected molecules or ions with the total composition C7H15NO2 in a non-equilibrium geometry.

LUMO (alpha / beta) = -0.4 / -0.4 eV
net charge = 0
gap between HOMO and LUMO (alpha / beta) = 7.756 / 7.755 eV
relative energy (zero: lowest compared OMol25 entry of this formula, charge and spin) = 3.607 eV

Geometry (Å):
C  0.45461  1.04798  -1.03836
C  -0.35831  0.66797  -2.25182
C  0.79898  2.51379  -0.93743
C  -0.93788  0.91706  0.49180
N  1.52493  0.22375  -0.82740
H  2.10109  0.46418  -0.03069
H  1.29351  -0.77898  -0.86552
H  -0.66019  -0.37844  -2.19581
H  0.26006  0.79981  -3.14573
H  -1.23597  1.30832  -2.34661
H  -0.10252  3.12209  -0.93412
H  1.40915  2.80125  -1.79697
H  1.36476  2.72844  -0.03104
H  -1.71597  0.31278  0.94560
H  -1.55355  1.67565  0.01315
H  -0.32924  1.35718  1.28022
C  0.49246  -2.38233  2.35130
C  -0.79270  -1.83948  1.78071
C  -0.86140  -1.73540  0.26895
O  -1.77816  -1.64270  2.45625
O  0.06556  -2.06732  -0.47337
H  -1.87486  -1.57720  -0.12916
H  0.40945  -2.48907  3.43028
H  1.30652  -1.70225  2.08776
H  0.71965  -3.34708  1.89805

No. 3
DFT (ωB97M-V with the def2-TZVPD basis set) results for C7H15NO2 in the gas phase in a non-equilibrium geometry.

LUMO = 0.7 eV
net charge = 0
gap between HOMO and LUMO = 9.393 eV
relative energy (zero: lowest compared OMol25 entry of this formula, charge and spin) = 2.738 eV

Geometry (Å):
C  -0.54998  -1.22990  -0.24362
C  -1.32199  1.46764  -1.70368
C  -1.33133  -2.04203  0.77733
C  -1.08056  1.27094  -0.22320
O  -1.96454  1.53753  0.60927
H  -1.24474  -1.00395  -1.05620
H  0.07732  -1.95651  -0.77289
H  -2.39379  1.45232  -1.90880
H  -0.88639  0.66436  -2.29889
H  -0.89485  2.42176  -2.02674
H  -0.68760  -2.47261  1.55053
H  -2.10870  -1.46215  1.28032
H  -1.82110  -2.90797  0.31767
C  1.39598  -0.61940  1.55670
C  0.90471  -0.14618  0.19827
N  1.87532  -0.34477  -0.80090
C  0.37213  1.27912  0.29872
O  1.25422  2.20017  -0.34581
H  0.79917  3.05551  -0.38269
H  2.28359  0.50336  -1.18816
H  2.46917  -1.15792  -0.68339
H  0.30040  1.62977  1.33926
H  1.73986  -1.65731  1.52325
H  2.22747  0.00674  1.90133
H  0.58625  -0.48853  2.28231